i:
The following is a DFT calculation (ωB97M-V/def2-TZVPD) of an isolated molecule of C4H13N3.

Output
* highest occupied orbital energy: -8.3 eV
* SMILES: NCC[C@@H](N)CN
* HOMO-LUMO gap: 9.41 eV

Each line ends with the Mulliken charge.
Element x y z (Å)
N (1.16816, 1.68475, -1.60869)  -0.667
C (1.71465, 0.35461, -1.23212)  -0.574
C (0.64107, -0.59202, -0.73929)  -0.527
C (-0.22417, -0.05651, 0.41092)  -0.063
N (-1.22610, 0.92567, 0.03716)  -0.528
C (-0.99584, -1.23343, 1.08937)  -0.740
N (-1.69178, -0.79376, 2.25420)  -0.492
H (1.24970, 2.38328, -0.87621)  0.249
H (1.87974, 2.12828, -2.19715)  0.233
H (2.16490, -0.01542, -2.15185)  0.379
H (2.53645, 0.54705, -0.53611)  0.330
H (1.08658, -1.51226, -0.34708)  0.267
H (-0.02187, -0.82390, -1.57643)  0.234
H (0.37408, 0.33664, 1.19727)  0.312
H (-1.88437, 0.54587, -0.62200)  0.240
H (-0.85468, 1.83368, -0.16493)  0.221
H (-0.31094, -2.06312, 1.24455)  0.306
H (-1.68492, -1.59328, 0.31690)  0.439
H (-1.28200, -0.92523, 3.16433)  0.191
H (-2.63865, -1.13091, 2.33716)  0.192

***

ii:
The following is a DFT calculation (ωB97M-V/def2-TZVPD) of an isolated molecule of C4H13N3.

Output
* highest occupied orbital energy: -8.9 eV
* SMILES: C[C@@H](CN)NCN
* HOMO-LUMO gap: 10.01 eV

Each line ends with the Mulliken charge.
Element x y z (Å)
C (0.98880, 1.32127, -0.04014)  -1.219
C (0.37648, -0.03743, -0.00661)  0.233
C (1.32438, -0.95534, 0.82385)  -0.690
N (2.54522, -1.40042, 0.14226)  -0.541
N (-1.02980, -0.00572, 0.53831)  -0.373
C (-2.02021, 0.61631, -0.33757)  -0.360
N (-3.06934, -0.42607, -0.48713)  -0.561
H (2.03599, 1.15842, -0.45403)  0.340
H (0.94235, 1.76296, 1.03840)  0.314
H (0.31273, 1.93287, -0.75072)  0.318
H (0.41088, -0.49206, -1.14257)  0.169
H (1.66924, -0.20008, 1.61808)  0.279
H (0.80713, -1.86019, 1.10454)  0.339
H (2.48008, -1.83210, -0.78719)  0.200
H (3.30455, -0.80807, 0.09027)  0.237
H (-0.93153, 0.49660, 1.40976)  0.261
H (-2.43761, 1.36044, 0.21481)  0.352
H (-1.64297, 1.07249, -1.32329)  0.259
H (-3.55119, -0.40979, -1.35725)  0.207
H (-2.51518, -1.29408, -0.29378)  0.235

***

Which of them is least stable? Easy: ii.

***

i:
The following is a DFT calculation (ωB97M-V/def2-TZVPD) of an isolated molecule of C3H6N4O.

Output
* highest occupied orbital energy: -7.4 eV
* HOMO-LUMO gap: 7.63 eV

Each line ends with the Mulliken charge.
Element x y z (Å)
N (-0.73637, 0.61175, 1.17200)  -0.195
C (-0.46094, 0.39746, -0.99829)  -0.371
C (0.72434, 0.01702, -0.48649)  0.726
N (-1.44855, -0.06207, -1.71761)  -0.344
N (1.89056, -0.29226, -1.04932)  -0.400
O (-1.41145, 0.04229, 2.28662)  -0.479
C (0.65700, 0.03885, 1.02433)  0.248
N (1.38601, -0.46394, 1.85995)  -0.825
H (-0.67110, -0.39200, 2.76147)  0.362
H (-0.69842, 1.61684, 1.35160)  0.267
H (-2.16098, 0.56312, -2.06692)  0.250
H (-1.69483, -1.04665, -1.72168)  0.237
H (2.00187, -0.49365, -2.02733)  0.210
H (2.62286, -0.53676, -0.38834)  0.312

***

ii:
The following is a DFT calculation (ωB97M-V/def2-TZVPD) of an isolated molecule of C3H6N4O.

Output
* highest occupied orbital energy: -7.6 eV
* SMILES: Nc1cnn(O)c1N
* HOMO-LUMO gap: 8.22 eV

Each line ends with the Mulliken charge.
Element x y z (Å)
N (2.00657, -0.93206, 0.07411)  -0.501
C (0.66548, -0.60008, -0.11461)  0.404
C (-0.27991, -1.66454, -0.10745)  -0.350
N (-1.56228, -1.28915, -0.22754)  -0.647
N (-1.59268, 0.02069, -0.49929)  0.270
O (-2.59332, 0.88396, -0.30526)  -0.402
C (0.04101, 0.58775, 0.10330)  0.131
N (0.24328, 1.91585, 0.11813)  -0.459
H (2.13772, -1.85133, -0.24753)  0.196
H (2.74097, -0.29390, -0.02054)  0.196
H (0.01352, -2.68051, -0.16735)  0.376
H (-2.79957, 1.08713, 0.64000)  0.340
H (1.22323, 2.30532, 0.04779)  0.224
H (-0.24402, 2.51086, 0.70625)  0.222

***

iii:
The following is a DFT calculation (ωB97M-V/def2-TZVPD) of an isolated molecule of C3H6N4O.

Output
* highest occupied orbital energy: -7.8 eV
* SMILES: Cc1n(C)nn[n+]1[O-]
* HOMO-LUMO gap: 8.30 eV

Each line ends with the Mulliken charge.
Element x y z (Å)
C (-0.10695, 0.31317, 1.72521)  -0.955
C (0.23400, 0.35097, 0.28093)  0.265
N (-0.15504, -0.25369, -0.78460)  0.433
C (-1.32900, -1.01002, -0.99172)  -0.845
N (0.75861, -0.05333, -1.87793)  -0.385
N (1.73319, 0.61410, -1.46983)  -0.448
N (1.69109, 0.94385, -0.21400)  0.858
O (2.48551, 1.51644, 0.48710)  -0.752
H (0.75212, 0.87425, 2.20593)  0.306
H (-1.11443, 0.82689, 1.84536)  0.311
H (-0.04290, -0.72986, 2.02597)  0.274
H (-1.58720, -0.67634, -1.93027)  0.367
H (-1.14821, -2.12942, -0.97013)  0.260
H (-2.17077, -0.58701, -0.33202)  0.311

***

iv:
The following is a DFT calculation (ωB97M-V/def2-TZVPD) of an isolated molecule of C3H6N4O.

Output
* highest occupied orbital energy: -9.2 eV
* SMILES: Cc1nc(O)n(N)n1
* HOMO-LUMO gap: 9.97 eV

Each line ends with the Mulliken charge.
Element x y z (Å)
C (2.48682, -0.12798, -0.01910)  -0.865
C (0.99785, -0.15147, -0.01008)  0.482
N (0.17876, -1.29602, 0.14919)  -0.687
C (-1.06696, -0.85011, -0.00331)  0.532
O (-2.11815, -1.62432, -0.22805)  -0.479
N (-1.06038, 0.44188, -0.23529)  0.618
N (-2.10455, 1.33346, 0.19773)  -0.625
N (0.24228, 0.89379, -0.37456)  -0.784
H (3.01968, -0.37170, -1.05245)  0.228
H (2.79767, -0.58467, 0.89044)  0.279
H (2.61423, 0.91315, 0.10441)  0.334
H (-1.75495, -2.48849, 0.22260)  0.413
H (-2.55275, 1.98729, -0.62893)  0.275
H (-1.67954, 1.92520, 0.98739)  0.280

***

Which of them is least stable? Easy: i.

***

i:
The following is a DFT calculation (ωB97M-V/def2-TZVPD) of a 2-piece molecular cluster, C3H6N4O overall.

Output
* highest occupied orbital energy: -9.9 eV
* SMILES: Cc1nn[nH]n1.C=O
* HOMO-LUMO gap: 10.88 eV

Each line ends with the Mulliken charge.
Element x y z (Å)
C (1.28742, 0.56595, -1.18978)  -0.812
C (-0.08981, 0.18375, -0.75838)  0.863
N (-0.72152, -0.94922, -0.36055)  -0.325
N (-1.93524, -0.61274, -0.10868)  -0.581
N (-2.02874, 0.68089, -0.29229)  0.304
N (-0.92912, 1.16022, -0.76151)  -0.502
H (1.24935, 1.63955, -1.33359)  0.308
H (1.66652, 0.09659, -2.10659)  0.255
H (1.89578, 0.30506, -0.32815)  0.267
H (-2.86869, 1.24075, -0.18977)  0.256
C (0.64281, -1.14189, 1.86898)  -0.011
O (1.46021, -0.32969, 1.48820)  -0.466
H (0.88598, -2.06821, 2.26524)  0.336
H (-0.51495, -0.77101, 1.80688)  0.108

***

ii:
The following is a DFT calculation (ωB97M-V/def2-TZVPD) of an isolated molecule of C3H6N4O.

Output
* highest occupied orbital energy: -8.0 eV
* HOMO-LUMO gap: 8.79 eV

Each line ends with the Mulliken charge.
Element x y z (Å)
C (-2.78973, 1.16430, -0.23126)  -0.411
C (-2.11940, -0.09137, 0.04231)  0.778
C (1.61009, -0.30526, 0.20554)  -0.822
N (-2.16290, -1.30392, -0.21464)  -0.192
N (-1.21405, -2.21583, 0.03841)  -0.877
N (-0.06365, -1.74003, 0.28228)  0.623
N (0.23740, -0.52566, 0.08779)  -0.388
O (-1.57837, 0.96227, 0.57165)  -0.325
H (-2.67782, 1.82497, -1.04252)  0.244
H (-3.79582, 1.30972, 0.11618)  0.239
H (1.64777, 0.63657, 0.73774)  0.275
H (2.08223, -1.13870, 0.72059)  0.347
H (2.16072, 0.02724, -0.68533)  0.254
H (0.61858, -2.44145, 0.53178)  0.254

***

iii:
The following is a DFT calculation (ωB97M-V/def2-TZVPD) of C3H6N4O as an isolated structure.

Output
* highest occupied orbital energy: -9.5 eV
* HOMO-LUMO gap: 9.26 eV

Each line ends with the Mulliken charge.
Element x y z (Å)
C (-1.65312, -0.07047, -0.45940)  0.081
C (1.48091, -0.83584, 0.43455)  -0.115
C (0.86746, 1.32698, 0.21593)  0.058
H (-3.59207, 0.17493, -0.92269)  0.226
H (-1.02307, 0.32158, -1.35266)  0.350
H (-1.23612, 0.35864, 1.59423)  0.373
H (1.10633, -1.89812, 0.88008)  0.269
H (2.89790, -1.92164, -0.69078)  0.230
H (0.01291, 2.13707, 0.09370)  0.327
N (-2.94646, 0.03872, -0.22068)  -0.600
N (-0.88594, -0.41009, 0.63153)  -0.499
N (0.51118, 0.14010, 0.58126)  0.173
N (2.52949, -0.88490, -0.62615)  -0.458
O (1.93060, 1.52305, -0.15892)  -0.414

***

iv:
The following is a DFT calculation (ωB97M-V/def2-TZVPD) of an isolated molecule of C3H6N4O.

Output
* highest occupied orbital energy (alpha / beta): -7.5 / -7.7 eV
* HOMO-LUMO gap (alpha / beta): 7.62 / 7.69 eV

Each line ends with the Mulliken charge.
Element x y z (Å)
C (-0.74132, -0.69122, 0.29388)  0.018
C (-1.92421, -0.06343, 0.18190)  0.217
C (2.61422, 0.66178, 0.41491)  -0.680
N (-0.61974, 1.79394, -0.25302)  -0.215
N (1.58473, -0.32998, 0.27048)  -0.872
N (0.37982, 0.01559, 0.10389)  0.505
N (-3.26545, -0.47375, 0.31972)  -0.560
O (-1.77039, 1.25417, -0.02880)  -0.170
H (-0.73804, -1.80036, 0.60528)  0.337
H (3.49774, 0.09766, 0.21716)  0.317
H (2.51508, 1.51474, -0.23334)  0.298
H (2.84146, 0.91688, 1.44948)  0.288
H (-3.74298, 0.31331, 0.68797)  0.290
H (-3.73657, -0.79209, -0.43440)  0.227

***

Which of them is least stable? Easy: iv.

***

i:
The following is a DFT calculation (ωB97M-V/def2-TZVPD) of an isolated molecule of C3H6N4O.

Output
* highest occupied orbital energy: -7.4 eV
* SMILES: [H]/N=c1/c(N)c[nH]n1O
* HOMO-LUMO gap: 8.00 eV

Each line ends with the Mulliken charge.
Element x y z (Å)
H (0.20266, -1.79454, 1.86345)  0.283
N (0.89104, -1.51443, 1.17874)  -0.700
C (0.20930, -0.74171, 0.43515)  0.254
C (0.60586, -0.15274, -0.79298)  0.485
N (1.77246, -0.46246, -1.36451)  -0.491
C (-0.32271, 0.85690, -1.14914)  -0.574
N (-1.50121, 0.68439, -0.37694)  -0.318
N (-1.10340, -0.10495, 0.80445)  -0.067
O (-1.19453, 0.63927, 2.00651)  -0.415
H (2.17686, -0.02844, -2.23862)  0.215
H (2.47713, -0.78788, -0.60232)  0.280
H (-0.27173, 1.51256, -1.99715)  0.385
H (-1.87130, 1.56076, -0.03384)  0.273
H (-2.07044, 0.33327, 2.26719)  0.389

***

ii:
The following is a DFT calculation (ωB97M-V/def2-TZVPD) of an isolated molecule of C3H6N4O.

Output
* highest occupied orbital energy (alpha / beta): -7.1 / -7.1 eV
* HOMO-LUMO gap (alpha / beta): 7.71 / 7.71 eV

Each line ends with the Mulliken charge.
Element x y z (Å)
C (0.91451, 1.38717, -0.31331)  -0.302
C (-0.19041, 0.46395, -0.08994)  0.253
C (0.72399, -1.86433, -0.35399)  -0.410
N (-1.42206, 0.91138, 0.05930)  -0.145
N (-2.21134, 0.01572, 0.43369)  -0.660
N (-1.58779, -1.18802, 0.21206)  0.049
N (-0.25114, -0.96421, 0.00116)  0.217
O (0.90912, 2.16597, 0.90156)  -0.482
H (1.93861, 1.00161, -0.32452)  0.269
H (0.78519, 1.98584, -1.16019)  0.229
H (0.56521, -2.86119, -0.39348)  0.291
H (1.67785, -1.42474, -0.50275)  0.179
H (0.11733, 2.42698, 1.02770)  0.274
H (-1.96907, -2.05613, 0.50274)  0.238

***

Which of them is least stable? Easy: ii.

***

i:
The following is a DFT calculation (ωB97M-V/def2-TZVPD) of an isolated molecule of C3H6N4O.

Output
* highest occupied orbital energy: -8.9 eV
* SMILES: Nc1cnn(N)c1O
* HOMO-LUMO gap: 9.41 eV

Each line ends with the Mulliken charge.
Element x y z (Å)
N (-0.55639, 0.48614, 2.21649)  -0.731
C (0.07991, 0.49346, 0.86131)  0.687
C (1.35311, 0.67537, 0.33985)  -0.520
N (1.51620, 0.31476, -0.92424)  -0.662
N (0.15699, 0.09168, -1.32511)  0.271
N (-0.26509, -1.01186, -2.40070)  -0.596
C (-0.67557, 0.00594, -0.15137)  -0.016
O (-2.02858, -0.39270, -0.13908)  -0.540
H (0.30442, 0.40963, 3.00886)  0.329
H (-0.55595, 1.52730, 2.45323)  0.319
H (2.20461, 0.80659, 0.85420)  0.520
H (0.42202, -0.80185, -3.37389)  0.313
H (0.13250, -2.02952, -2.29691)  0.263
H (-2.08818, -0.57493, 0.87736)  0.364

***

ii:
The following is a DFT calculation (ωB97M-V/def2-TZVPD) of an isolated molecule of C3H6N4O.

Output
* highest occupied orbital energy: -8.2 eV
* SMILES: CN/N=c1/cn[nH]o1
* HOMO-LUMO gap: 7.43 eV

Each line ends with the Mulliken charge.
Element x y z (Å)
C (-3.24646, 0.02314, 0.06660)  -0.683
N (-1.90617, -0.30331, -0.34341)  -0.103
N (-0.95048, 0.69556, -0.02782)  -0.518
C (0.22908, 0.36066, 0.17243)  0.639
C (1.45620, 1.16100, 0.20861)  -0.244
N (2.64243, 0.41792, -0.31915)  -0.239
N (2.13682, -0.92156, 0.13603)  -0.155
O (0.58635, -0.99805, 0.24140)  -0.359
H (-3.20062, 0.37939, 1.12800)  0.279
H (-4.06660, 0.80001, -0.45839)  0.200
H (-4.03040, -0.89753, -0.11840)  0.275
H (-1.52272, -1.29194, -0.33943)  0.308
H (1.75902, 2.19352, -0.23122)  0.308
H (2.27936, -1.68814, -0.71711)  0.292

***

iii:
The following is a DFT calculation (ωB97M-V/def2-TZVPD) of an isolated molecule of C3H6N4O.

Output
* highest occupied orbital energy: -8.4 eV
* SMILES: CN/N=c1/cn[nH]o1
* HOMO-LUMO gap: 9.14 eV

Each line ends with the Mulliken charge.
Element x y z (Å)
C (-2.69796, -0.58687, 0.46074)  -0.748
N (-2.00541, 0.39068, -0.46946)  -0.323
N (-0.75732, 1.03105, -0.05772)  -0.400
C (0.22308, 0.37104, -0.18068)  0.501
C (1.50954, 1.04278, 0.23157)  0.034
N (2.44764, 0.17827, 0.14310)  -0.411
N (1.82302, -1.06893, 0.02929)  -0.124
O (0.37544, -0.91098, -0.19385)  -0.246
H (-2.19104, -1.66314, 0.33725)  0.220
H (-2.83602, -0.36851, 1.45710)  0.330
H (-3.70581, -1.00474, -0.00718)  0.300
H (-2.62194, 1.29057, -0.69744)  0.266
H (1.58818, 2.20241, 0.65761)  0.307
H (1.99961, -1.84802, -0.78268)  0.294

***

iv:
The following is a DFT calculation (ωB97M-V/def2-TZVPD) of an isolated molecule of C3H6N4O.

Output
* highest occupied orbital energy: -8.4 eV
* SMILES: [H]/N=c1\ccn(O)n1N
* HOMO-LUMO gap: 9.09 eV

Each line ends with the Mulliken charge.
Element x y z (Å)
H (-3.05143, -0.25358, 0.44725)  0.234
N (-2.24747, 0.47381, 0.39454)  -0.719
C (-1.13929, -0.11539, -0.06468)  0.575
C (-0.72755, -1.51156, -0.07794)  -0.450
C (0.63126, -1.54013, -0.03245)  -0.276
N (1.15570, -0.36550, -0.38652)  -0.094
O (2.11266, 0.02433, 0.57657)  -0.439
N (0.01434, 0.59076, -0.48952)  0.250
N (0.39564, 1.83485, -0.08321)  -0.600
H (-1.32085, -2.41237, -0.27016)  0.328
H (1.51808, -2.24067, 0.08722)  0.345
H (2.47393, 0.90596, 0.10980)  0.400
H (-0.01964, 2.10860, 0.71701)  0.184
H (0.20461, 2.50086, -0.92791)  0.261

***

Which of them is least stable? Easy: ii.